Record 1
The following is a quantum chemistry calculation of C35H33N4O4W as an isolated structure in a non-equilibrium geometry, from the OMol25 dataset.

Output
**E**: -52777.79624 eV
**Frontier orbital gap (spin up / spin down)**: 4.593 / 4.586 eV
**Highest occupied orbital energy (spin up / spin down)**: -15.88 / -15.88 eV
**Max |F|**: 2.744 eV/A
**Net charge**: +3

Cartesian coordinates (Å):
W: -0.2968 -0.1084 0.1008
C: -0.7530 1.2501 2.9349
O: 0.0540 0.3083 2.1440
C: 1.3270 -0.0329 2.6811
C: 1.6117 0.0090 4.0283
C: 2.8824 -0.3881 4.4249
C: 3.8122 -0.8178 3.4885
C: 3.4989 -0.8438 2.1381
C: 2.2386 -0.4348 1.7302
N: 1.7962 -0.3661 0.3731
N: 2.7248 -0.5249 -0.4921
C: 2.5822 -0.4306 -1.8071
C: 1.3651 -0.0790 -2.4428
O: 0.2902 0.1577 -1.7001
C: 1.2642 0.0380 -3.8252
C: 2.3845 -0.1903 -4.5873
C: 3.6370 -0.5401 -4.0316
C: 4.7598 -0.7485 -4.8648
C: 5.9663 -1.0704 -4.3143
C: 6.0874 -1.1912 -2.9191
C: 5.0109 -0.9944 -2.0863
C: 3.7659 -0.6677 -2.6263
H: -0.1252 2.0962 3.2032
H: -1.1249 0.7283 3.8116
H: -1.5857 1.5593 2.3123
H: 0.8906 0.3382 4.7621
H: 3.1391 -0.3574 5.4747
H: 4.7966 -1.1287 3.8098
H: 4.2198 -1.1689 1.4028
H: 0.3144 0.3146 -4.2614
H: 2.3163 -0.0934 -5.6648
H: 4.6508 -0.6438 -5.9365
H: 6.8297 -1.2274 -4.9456
H: 7.0502 -1.4403 -2.4930
H: 5.1279 -1.0821 -1.0161
O: 0.2754 2.1125 0.0413
N: -0.8245 1.8374 -0.2752
C: -2.8920 -1.2670 -4.9904
C: -2.2844 -2.5171 -5.0016
C: -1.6722 -2.9912 -3.8589
C: -1.6288 -2.2063 -2.6898
C: -2.2846 -0.9609 -2.6941
C: -2.9023 -0.4888 -3.8305
C: -0.9237 -2.7249 -1.5616
C: -0.4688 -2.0835 -0.4393
C: 0.2771 -2.7651 0.6206
C: -0.1654 -2.6872 1.9534
C: 0.5443 -3.3041 2.9781
C: 1.7009 -3.9967 2.6785
C: 2.1522 -4.0945 1.3522
C: 1.4542 -3.4923 0.3364
H: -3.3875 -0.9025 -5.8810
H: -2.3024 -3.1207 -5.8985
H: -1.2014 -3.9667 -3.8591
H: -2.3430 -0.3864 -1.7760
H: -3.4103 0.4663 -3.8296
H: -0.7358 -3.7985 -1.5905
H: -1.0911 -2.1746 2.1799
H: 0.1820 -3.2641 3.9964
H: 2.2518 -4.4915 3.4678
H: 3.0463 -4.6622 1.1309
H: 1.8009 -3.5710 -0.6873
C: -5.7464 -0.4105 0.0706
N: -4.3732 0.1003 0.2442
C: -4.1879 1.5358 0.0015
C: -3.4095 -0.6958 0.5942
C: -3.6790 -2.1399 0.8545
O: -2.2004 -0.2215 0.7611
H: -6.3633 0.4039 -0.2942
H: -6.1448 -0.7581 1.0224
H: -5.7631 -1.2201 -0.6559
H: -4.9652 2.0779 0.5356
H: -4.2887 1.7366 -1.0653
H: -3.2150 1.8614 0.3462
H: -4.3987 -2.2467 1.6689
H: -2.7648 -2.6585 1.1136
H: -4.1191 -2.6113 -0.0260

=====

Record 2
The following is a quantum chemistry calculation of C35H33N5O4S2Ti as an isolated structure, from the OMol25 dataset.

Output
**E**: -97262.96644 eV
**Frontier orbital gap (spin up / spin down)**: 5.189 / 7.441 eV
**Highest occupied orbital energy (spin up / spin down)**: -2.64 / -4.89 eV
**Energy above the lowest of the compared OMol25 structures with the same formula, charge and spin**: 1.605 eV
**Max |F|**: 0.600 eV/A
**Net charge**: -1
**Multiplicity**: 2
**Expectation value of S²**: 0.78

Cartesian coordinates (Å):
Ti: 0.6668 -0.0458 0.9033
C: 0.9142 0.0245 -3.2926
C: 0.6855 -0.5811 -1.9426
N: 1.5235 -0.2120 -0.8988
N: 2.6970 0.3074 -1.3430
C: 3.4679 0.7256 -0.4004
S: 2.9731 0.6938 1.2520
S: 5.1543 1.0545 -0.8569
C: 5.7361 -0.6878 -0.8010
C: 4.9505 -1.6046 -1.6939
C: 5.1252 -1.5919 -3.0731
C: 4.3175 -2.3645 -3.8915
C: 3.3125 -3.1508 -3.3410
C: 3.1324 -3.1727 -1.9658
C: 3.9565 -2.4123 -1.1507
C: -0.2724 -1.6263 -1.7892
C: -0.9737 -2.1562 -2.9002
C: -1.8550 -3.2134 -2.7761
C: -2.0764 -3.8072 -1.5392
C: -1.4143 -3.3160 -0.4206
C: -0.5511 -2.2369 -0.5325
O: 0.0280 -1.7587 0.5715
H: 1.4289 0.9782 -3.2044
H: -0.0289 0.1807 -3.8204
H: 1.5462 -0.6157 -3.9194
H: 5.6687 -1.0312 0.2323
H: 6.7928 -0.6676 -1.0742
H: 5.8753 -0.9430 -3.5111
H: 4.4562 -2.3383 -4.9658
H: 2.6635 -3.7320 -3.9844
H: 2.3324 -3.7556 -1.5268
H: 3.7839 -2.3888 -0.0797
H: -0.7952 -1.7445 -3.8842
H: -2.3656 -3.5833 -3.6575
H: -2.7681 -4.6340 -1.4394
H: -1.5851 -3.7262 0.5655
C: -1.0330 3.7443 3.7678
C: 0.1588 3.7327 4.4821
C: 0.8639 2.5499 4.5850
C: 0.3620 1.4018 3.9637
N: -0.7636 1.4229 3.2505
C: -1.4398 2.5647 3.1707
C: 1.0531 0.0946 4.0538
C: 1.4779 -0.3608 5.3054
C: 2.0807 -1.5974 5.4248
C: 2.2576 -2.3786 4.2877
C: 1.8492 -1.9136 3.0497
C: 1.2370 -0.6634 2.8939
H: -1.6257 4.6433 3.6675
H: 0.5347 4.6373 4.9437
H: 1.8062 2.4996 5.1132
H: -2.3599 2.5320 2.5937
H: 1.3096 0.2546 6.1828
H: 2.4019 -1.9589 6.3941
H: 2.7255 -3.3532 4.3687
H: 2.0110 -2.5361 2.1761
C: -2.6949 1.2211 -2.8378
C: -3.9272 1.3081 -1.9475
C: -3.6066 1.6576 -0.4712
C: -4.8912 1.6956 0.3851
C: -6.0582 2.5237 -0.1356
C: -2.9304 3.0174 -0.4682
O: -3.5042 4.0564 -0.7158
N: -1.5779 3.0292 -0.1984
C: -0.8891 1.9266 0.2356
O: 0.3164 2.0283 0.5760
N: -1.4157 0.7159 0.3308
C: -2.7375 0.4919 0.0682
O: -3.2495 -0.5974 0.2032
H: -2.9669 0.8483 -3.8263
H: -1.9541 0.5306 -2.4308
H: -2.2179 2.1947 -2.9721
H: -4.4400 0.3440 -1.9264
H: -4.6251 2.0540 -2.3307
H: -4.6235 2.0236 1.3952
H: -5.2014 0.6548 0.4830
H: -5.7834 3.5603 -0.3178
H: -6.8634 2.5030 0.6015
H: -6.4621 2.1087 -1.0599
H: -1.1062 3.9218 -0.1636

=====

> The lowest E belongs to which entry?

C35H33N5O4S2Ti

=====

> What is the max |F| in the second record?

0.600 eV/A